Record 1
119
Properties=species:S:1:pos:R:3:forces:R:3 method="wB97M-V/def2-TZVPD" total_charge=+1 homo_energy_ha=-0.433
C 2.488 -4.766 0.989 0.0 0.9 0.1
C 3.030 -4.189 -0.321 0.6 -0.9 0.6
O 2.189 -4.458 -1.463 0.0 0.8 0.0
P 0.944 -3.493 -1.644 -1.5 -0.2 0.2
O 0.159 -3.263 -0.418 0.3 0.2 0.3
C 1.433 -1.928 -2.399 1.2 -0.2 -0.3
C 2.373 -1.048 -1.568 0.0 0.2 0.3
C 1.838 -0.770 -0.152 -0.3 0.5 -0.2
C 2.017 0.643 0.299 -0.1 0.1 0.5
C 2.986 1.552 0.047 0.1 -0.2 0.0
B 4.300 1.366 -0.852 0.1 0.3 -0.6
N 4.458 2.175 -2.007 -0.4 0.3 1.2
O 5.250 0.420 -0.562 0.1 0.5 0.3
N 2.638 2.733 0.752 -0.5 -1.6 -0.5
C 3.423 3.921 0.761 0.2 0.9 -0.1
C 4.321 4.158 1.776 0.1 -0.8 0.7
C 5.128 5.280 1.762 -0.3 0.3 -0.5
N 5.050 6.193 0.792 -0.1 -0.3 0.2
C 4.149 5.969 -0.161 0.0 0.3 -0.4
C 3.324 4.861 -0.250 -0.1 -0.3 0.3
C 1.503 2.523 1.413 -0.1 1.2 0.0
C 0.902 3.586 2.258 0.0 -0.3 1.1
C 1.489 3.506 3.709 -0.1 -0.7 -0.2
C 0.418 3.598 4.795 0.7 0.3 0.3
S 1.037 4.374 6.318 -0.2 0.4 0.2
N 1.085 1.267 1.179 1.1 0.4 -0.2
C -0.093 0.648 1.722 -0.6 -0.5 -0.5
F -0.522 1.302 2.803 0.1 0.3 0.2
F 0.201 -0.586 2.105 0.2 -0.2 0.1
C -1.262 0.575 0.645 0.0 -0.5 0.3
F -1.543 -0.707 0.403 0.0 -0.2 0.1
F -0.860 1.120 -0.509 0.1 0.5 0.0
C -2.591 1.222 1.092 -0.5 -0.1 -1.1
F -3.107 0.586 2.128 0.2 0.1 0.5
F -3.442 1.089 0.071 0.0 0.0 0.0
F -2.464 2.519 1.340 0.2 0.2 0.3
O 0.113 -4.278 -2.748 0.4 0.3 0.1
C -1.328 -4.203 -2.672 -0.8 -0.3 -0.6
C -1.905 -2.825 -2.907 0.7 0.0 -0.4
H 3.250 -5.332 1.509 0.0 -0.4 -0.1
H 2.234 -3.941 1.652 -0.2 0.0 0.1
H 1.577 -5.332 0.845 0.0 -0.3 -0.1
H 3.258 -3.138 -0.199 -0.2 0.2 -0.3
H 3.973 -4.677 -0.540 0.1 0.0 -0.3
H 1.948 -2.164 -3.331 0.0 0.0 -0.1
H 0.567 -1.337 -2.675 -0.5 -0.2 0.1
H 3.380 -1.450 -1.526 0.1 -0.1 0.0
H 2.463 -0.094 -2.086 0.0 0.1 -0.2
H 0.773 -0.974 -0.169 -0.1 -0.2 0.1
H 2.246 -1.425 0.614 0.1 -0.2 0.0
H 3.708 2.835 -2.143 0.1 0.1 -0.3
H 5.363 2.626 -2.072 0.1 -0.3 -0.6
H 5.637 0.545 0.312 0.0 -0.5 0.1
H 4.411 3.451 2.589 0.1 -0.1 0.1
H 5.851 5.433 2.545 0.1 0.1 0.1
H 4.061 6.720 -0.934 0.1 0.1 0.0
H 2.626 4.743 -1.062 -0.1 0.1 -0.1
H 1.086 4.570 1.845 0.1 0.0 -0.3
H -0.165 3.462 2.367 -0.2 0.0 -0.4
H 1.976 2.536 3.818 0.1 -0.1 0.1
H 2.271 4.241 3.855 0.0 0.3 0.0
H -0.386 4.250 4.467 -0.2 0.1 0.1
H 0.023 2.627 5.062 -0.2 -0.2 -0.2
H 2.115 3.619 6.580 -0.1 -0.2 -0.2
H -1.680 -4.830 -3.484 0.2 -0.2 -0.1
H -1.702 -4.662 -1.766 0.3 0.1 0.4
H -1.755 -2.153 -2.069 -0.2 0.1 0.2
H -2.949 -2.906 -3.186 -0.2 0.0 0.3
H -1.398 -2.403 -3.776 0.0 0.1 -0.1
C 9.117 6.453 2.025 0.1 0.1 0.1
C 9.643 6.615 0.615 0.1 0.2 0.0
O 9.624 5.268 0.123 0.0 0.0 0.1
C 8.720 4.571 0.837 0.0 0.0 0.0
O 8.336 3.477 0.574 -0.1 -0.1 0.0
O 8.287 5.288 1.903 0.1 0.1 0.0
H 8.535 7.306 2.365 -0.2 -0.1 0.0
H 9.906 6.246 2.750 0.0 0.0 0.0
H 8.985 7.223 -0.009 0.0 0.0 0.0
H 10.649 7.024 0.576 0.1 -0.2 -0.1
C -7.259 1.659 1.371 0.1 0.2 -0.2
C -6.437 1.504 2.630 0.1 0.1 0.0
O -7.365 0.901 3.540 0.0 0.0 -0.2
C -8.313 0.266 2.809 0.1 0.0 0.1
O -9.125 -0.478 3.247 0.0 -0.1 0.0
O -8.193 0.580 1.492 0.0 0.0 0.1
H -6.673 1.557 0.460 -0.1 -0.1 -0.1
H -7.807 2.601 1.335 0.0 0.0 0.0
H -5.593 0.828 2.488 0.0 0.0 0.0
H -6.076 2.452 3.022 -0.1 0.0 0.2
C -7.713 -1.139 -2.461 -0.1 -0.3 0.0
C -8.461 -0.032 -1.757 -0.2 -0.1 0.1
O -7.688 1.125 -2.101 0.1 -0.1 0.0
C -7.022 0.855 -3.258 0.0 -0.1 0.0
O -6.422 1.661 -3.887 0.1 0.1 0.0
O -7.128 -0.457 -3.577 -0.1 0.2 0.2
H -8.362 -1.943 -2.797 0.1 0.0 -0.2
H -6.914 -1.560 -1.847 0.0 0.0 0.0
H -9.478 0.094 -2.131 0.0 0.0 0.0
H -8.492 -0.168 -0.680 0.0 0.2 0.0
C -8.058 -3.826 1.656 -0.1 0.0 0.2
C -7.088 -2.763 1.191 0.1 0.2 0.1
O -6.533 -3.341 0.002 -0.1 0.0 0.1
C -7.429 -4.250 -0.473 -0.1 -0.1 0.0
O -7.348 -4.775 -1.533 0.0 0.0 -0.1
O -8.420 -4.460 0.422 0.1 0.1 0.0
H -8.933 -3.417 2.152 -0.1 0.0 -0.2
H -7.589 -4.565 2.307 0.0 0.0 0.0
H -7.587 -1.828 0.927 -0.1 0.0 0.0
H -6.304 -2.556 1.916 0.1 -0.1 -0.1
C 2.332 -7.558 -4.001 -0.1 0.0 0.1
C 2.826 -6.136 -3.852 0.0 0.0 0.0
O 4.074 -6.172 -4.553 -0.1 -0.1 0.0
C 4.031 -7.196 -5.445 0.0 0.0 0.0
O 4.840 -7.389 -6.288 0.1 0.0 -0.1
O 2.933 -7.965 -5.234 0.0 0.1 0.1
H 1.249 -7.631 -4.061 0.0 -0.1 -0.2
H 2.690 -8.211 -3.203 0.0 0.0 0.0
H 2.166 -5.414 -4.341 0.0 0.0 0.0
H 2.971 -5.840 -2.820 0.2 -0.1 -0.2

Record 2
96
Properties=species:S:1:pos:R:3:forces:R:3 method="wB97M-V/def2-TZVPD" total_charge=0 spin_multiplicity=4 homo_energy_ha="-0.278 / -0.285" de_lowest_kj_mol=130.34
Cr 0.928 0.313 -0.571 1.3 -2.5 0.6
C 2.105 1.389 5.403 0.1 0.1 -0.1
C 3.035 2.113 4.434 -0.3 0.2 0.4
N 3.329 1.320 3.257 -0.6 0.1 -0.4
C 4.547 0.539 3.224 0.3 -0.4 -0.1
C 4.331 -0.939 3.532 0.0 0.2 0.0
C 2.418 1.275 2.258 1.2 -0.9 -0.9
S 2.886 0.423 0.818 -0.2 0.3 0.1
N 1.312 1.952 2.449 -1.5 1.1 0.2
C 0.257 2.088 1.646 1.4 -1.3 -0.3
O 0.027 1.428 0.574 -1.0 1.8 1.5
C -0.752 3.056 2.075 -0.8 0.5 0.1
C -0.658 3.698 3.314 0.1 -0.2 -0.3
C -1.649 4.564 3.723 -0.2 0.2 0.1
C -2.746 4.814 2.909 0.1 -0.1 0.0
C -2.839 4.193 1.672 -0.2 0.2 0.0
C -1.853 3.323 1.255 0.3 -0.2 0.0
H 1.910 2.016 6.269 -0.1 0.0 0.1
H 2.555 0.458 5.742 0.0 -0.1 0.1
H 1.165 1.165 4.904 -0.1 0.0 0.0
H 3.980 2.356 4.927 0.0 0.0 -0.1
H 2.562 3.040 4.102 0.2 -0.1 0.1
H 5.237 0.965 3.953 0.0 0.1 -0.1
H 4.991 0.633 2.231 0.1 0.1 0.1
H 3.954 -1.082 4.540 -0.1 0.0 0.1
H 5.277 -1.462 3.441 0.1 -0.1 0.0
H 3.626 -1.371 2.829 -0.1 -0.1 -0.1
H 0.195 3.492 3.936 0.1 0.0 0.1
H -1.581 5.049 4.686 0.0 0.0 0.1
H -3.523 5.488 3.234 -0.1 0.1 0.1
H -3.689 4.387 1.032 0.0 0.0 0.0
H -1.927 2.835 0.295 0.0 -0.1 0.0
C 0.333 -1.215 0.839 -0.9 0.1 -0.4
Si -1.170 -2.155 0.241 0.6 -0.3 -0.3
C -0.513 -2.664 -1.492 -0.4 -0.1 0.4
N -0.238 -1.486 -2.316 0.1 0.2 0.1
C 0.729 -1.778 -3.383 0.2 0.0 -0.3
C 0.105 -2.502 -4.575 0.1 0.0 0.2
C -0.930 -1.595 -5.254 0.0 0.2 0.0
C -1.345 -0.466 -4.307 0.0 -0.1 0.1
C -1.506 -1.006 -2.892 -0.3 0.4 -0.1
C -2.830 -1.225 0.117 0.6 -0.2 0.1
C -3.028 -0.010 0.762 0.1 0.1 0.1
C -4.238 0.660 0.678 -0.1 0.1 0.0
C -5.278 0.119 -0.060 -0.1 0.2 0.1
C -5.109 -1.101 -0.695 -0.1 -0.1 -0.1
C -3.900 -1.764 -0.599 0.1 -0.1 0.0
C -1.546 -3.781 1.159 0.0 0.5 -0.2
C -0.597 -4.795 1.222 0.1 0.1 -0.1
C -0.863 -5.991 1.860 0.2 -0.2 0.0
C -2.093 -6.200 2.459 -0.1 0.0 0.1
C -3.047 -5.197 2.420 -0.1 -0.2 0.1
C -2.770 -4.004 1.781 -0.1 0.2 -0.1
H 1.151 -1.933 0.944 0.0 -0.1 -0.1
H 0.187 -0.772 1.829 0.1 0.1 0.0
H -1.163 -3.375 -2.020 0.0 -0.1 0.0
H 0.434 -3.176 -1.314 0.1 -0.1 0.2
H 1.541 -2.365 -2.951 0.0 0.1 0.0
H 1.156 -0.831 -3.719 0.1 -0.1 0.1
H -0.364 -3.426 -4.232 0.0 -0.1 0.0
H 0.889 -2.781 -5.279 0.0 -0.1 0.0
H -1.809 -2.180 -5.534 0.0 0.0 -0.1
H -0.514 -1.164 -6.165 -0.1 0.0 -0.1
H -2.292 -0.032 -4.635 0.0 0.1 0.0
H -0.599 0.328 -4.320 0.0 0.1 0.0
H -2.228 -1.833 -2.933 0.0 0.0 0.0
H -1.930 -0.248 -2.231 -0.1 -0.1 -0.1
H -2.224 0.420 1.341 0.1 0.1 0.0
H -4.371 1.601 1.194 0.0 0.1 0.0
H -6.222 0.642 -0.129 0.0 0.0 0.0
H -5.924 -1.533 -1.259 0.0 0.0 0.0
H -3.781 -2.721 -1.087 0.0 -0.1 -0.1
H 0.369 -4.649 0.759 0.2 0.0 -0.1
H -0.113 -6.770 1.888 0.1 0.0 0.0
H -2.307 -7.139 2.952 0.0 0.0 0.0
H -4.010 -5.347 2.884 -0.1 0.0 0.1
H -3.519 -3.227 1.755 -0.2 0.1 0.0
Cl -0.650 2.136 -2.069 -0.8 1.2 -0.9
C -1.670 3.277 -3.034 0.1 -0.3 0.2
Cl -0.867 3.749 -4.534 0.0 0.0 0.0
H -1.833 4.174 -2.438 0.1 -0.2 0.0
H -2.604 2.780 -3.289 0.2 0.0 0.1
C 2.730 1.586 -4.094 -0.1 -0.2 0.4
C 2.944 1.285 -2.595 0.9 0.8 -0.3
C 3.089 2.628 -1.846 0.0 -0.3 -0.1
C 4.206 0.432 -2.403 -0.4 0.1 0.0
O 1.844 0.606 -2.099 -0.4 -0.4 -0.2
H 3.521 2.235 -4.462 0.1 0.0 -0.1
H 1.773 2.084 -4.238 -0.1 0.1 0.0
H 2.731 0.666 -4.677 0.0 -0.1 0.0
H 3.883 3.240 -2.268 0.1 0.1 -0.1
H 3.311 2.437 -0.797 0.0 0.1 0.0
H 2.149 3.178 -1.910 0.0 0.0 0.0
H 5.086 0.946 -2.782 0.1 0.0 0.0
H 4.088 -0.517 -2.925 0.0 -0.1 -0.1
H 4.336 0.228 -1.342 0.2 0.0 0.0

Record 3
102
Properties=species:S:1:pos:R:3:forces:R:3 method="wB97M-V/def2-TZVPD" total_charge=+1 spin_multiplicity=6 homo_energy_ha="-0.337 / -0.368" de_lowest_kj_mol=268.12
Ir 0.182 -0.013 0.436 0.4 -0.2 0.4
C 2.205 1.770 2.819 0.1 0.0 0.0
P 0.984 0.412 2.919 -0.1 0.0 -0.2
C 1.767 -0.649 4.184 -0.1 -0.1 0.0
C -0.349 1.280 3.819 0.0 0.1 0.1
C -0.869 2.369 2.882 -0.1 0.1 0.0
P -1.406 1.582 1.309 -0.2 0.1 0.0
C -1.725 2.962 0.186 -0.1 0.1 0.0
C -3.067 1.050 1.860 0.0 0.0 0.0
H 2.196 2.349 3.745 0.0 0.0 0.0
H 1.995 2.431 1.980 0.0 0.0 0.0
H 3.203 1.357 2.685 0.0 0.0 0.0
H 1.883 -0.090 5.115 0.0 0.0 0.0
H 2.754 -0.964 3.846 0.0 0.0 0.0
H 1.171 -1.540 4.375 0.0 0.0 0.0
H 0.035 1.702 4.752 0.0 0.0 0.0
H -1.143 0.576 4.079 0.0 0.0 0.0
H -0.098 3.113 2.672 0.0 0.0 0.0
H -1.715 2.900 3.321 0.0 0.0 0.0
H -2.458 3.652 0.607 0.0 0.0 0.0
H -2.088 2.576 -0.765 0.0 0.0 0.0
H -0.794 3.493 -0.010 0.0 0.0 0.0
H -3.485 1.824 2.507 0.0 0.0 0.0
H -3.010 0.112 2.413 0.0 0.0 0.0
H -3.715 0.911 1.002 0.0 0.0 0.0
S 7.094 -1.315 1.488 0.1 0.0 0.0
C 5.396 -0.924 1.127 -0.2 0.2 0.0
C 4.385 -1.860 1.388 -0.2 0.0 0.1
C 3.031 -1.460 1.229 0.2 0.0 0.1
N 2.661 -0.321 0.743 0.1 0.1 -0.1
C 3.660 0.524 0.107 0.1 -0.2 0.0
C 5.048 0.284 0.590 0.1 -0.1 -0.1
C 7.528 -1.783 -0.181 0.0 0.0 -0.1
C 8.051 -0.855 -1.068 0.0 0.0 0.0
C 8.305 -1.259 -2.372 0.0 0.1 0.0
N 8.075 -2.489 -2.819 0.0 0.0 -0.1
C 7.595 -3.375 -1.953 0.0 -0.1 0.0
C 7.308 -3.077 -0.628 0.0 0.0 0.0
H 4.615 -2.842 1.772 0.0 0.0 0.0
H 2.240 -2.123 1.573 0.0 0.0 0.0
H 3.393 1.578 0.230 -0.1 0.0 0.2
H 5.788 1.059 0.443 0.0 0.0 -0.1
H 8.261 0.159 -0.756 0.0 0.0 0.0
H 8.711 -0.556 -3.089 0.0 0.0 0.0
H 7.428 -4.377 -2.331 0.0 0.0 0.0
H 6.921 -3.837 0.036 0.0 0.0 0.0
C -7.068 -4.392 -0.686 0.0 0.0 0.0
C -6.006 -3.309 -0.790 0.0 0.0 0.0
C -5.113 -3.290 0.444 0.0 -0.1 0.1
N -4.186 -2.157 0.434 0.2 0.1 -0.3
C -3.042 -2.078 -0.260 -0.2 -0.1 0.3
S -2.405 -0.626 -0.793 0.0 0.0 -0.3
N -2.384 -3.252 -0.531 -0.1 0.1 -0.2
C -2.203 -4.388 0.273 0.1 -0.2 0.0
O -1.972 -5.455 -0.237 0.0 0.2 0.1
C -2.201 -4.167 1.748 0.0 -0.1 0.1
C -2.550 -5.233 2.571 0.0 0.1 0.0
C -2.512 -5.083 3.947 0.0 0.0 0.0
C -2.111 -3.876 4.503 0.0 0.0 0.0
C -1.742 -2.817 3.682 0.0 0.0 0.0
C -1.785 -2.959 2.306 0.0 0.0 0.0
H -7.672 -4.438 -1.590 0.0 0.0 0.0
H -7.741 -4.207 0.153 0.0 0.0 0.0
H -6.617 -5.375 -0.542 0.0 0.0 0.0
H -6.472 -2.327 -0.910 0.0 0.0 0.0
H -5.383 -3.471 -1.673 0.0 0.0 0.0
H -4.556 -4.222 0.520 0.0 0.0 0.0
H -5.703 -3.212 1.359 0.0 0.0 0.0
H -4.615 -1.255 0.581 0.0 0.0 0.0
H -1.863 -3.249 -1.396 0.0 -0.1 0.0
H -2.846 -6.171 2.121 0.0 0.0 0.0
H -2.790 -5.907 4.588 0.0 0.0 0.0
H -2.082 -3.761 5.578 0.0 0.0 0.0
H -1.427 -1.879 4.123 0.0 0.0 0.0
H -1.485 -2.135 1.662 0.0 0.0 0.1
O -0.300 1.702 -2.364 -0.3 0.4 -0.2
S 0.253 0.726 -3.251 0.0 -0.2 0.0
O -0.096 0.667 -4.615 -0.1 0.0 0.0
O 0.090 -0.671 -2.553 0.2 0.1 -0.2
O 1.835 0.798 -3.105 -0.1 0.0 -0.1
C -0.323 -3.456 -3.820 -0.1 0.1 -0.1
N 0.752 -3.972 -3.008 -0.1 -0.2 0.2
C 1.921 -4.405 -3.732 0.1 0.1 0.0
C 0.987 -3.378 -1.708 -0.2 0.1 0.1
C 1.763 -2.080 -1.624 -0.2 0.3 0.1
C 3.144 -2.169 -1.749 0.0 -0.1 -0.3
C 4.009 -1.110 -1.778 0.0 0.2 0.0
C 3.514 0.252 -1.442 -0.1 0.1 0.2
C 2.035 0.451 -1.723 0.0 0.1 0.0
C 1.072 -0.746 -1.442 0.3 -0.5 0.0
H -0.365 -4.034 -4.744 0.0 -0.1 0.0
H -0.237 -2.402 -4.094 0.1 0.0 0.0
H -1.286 -3.602 -3.318 0.0 0.0 0.0
H 1.622 -5.102 -4.515 0.0 0.0 0.0
H 2.593 -4.938 -3.056 0.0 0.0 0.0
H 2.495 -3.594 -4.205 0.0 0.0 0.0
H 1.526 -4.121 -1.108 0.0 0.0 0.0
H 0.025 -3.231 -1.218 0.0 0.0 0.0
H 3.557 -3.163 -1.883 0.0 0.0 0.0
H 5.067 -1.261 -1.946 0.0 0.0 0.0
H 4.056 1.043 -1.966 0.1 -0.1 0.0
H 1.695 1.339 -1.162 0.1 -0.1 0.1

Record 4
105
Properties=species:S:1:pos:R:3:forces:R:3 method="wB97M-V/def2-TZVPD" total_charge=-2 homo_energy_ha=-0.065 de_lowest_kj_mol=74.41
Ag 0.918 0.775 0.185 0.2 0.4 -0.4
C 5.960 0.307 -1.180 -0.1 -0.1 0.1
Si 4.376 1.127 -0.460 0.2 0.4 -0.3
C 3.871 2.407 -1.757 0.0 0.0 0.1
C 4.898 2.111 1.080 -0.2 -0.2 -0.2
N 3.105 0.013 -0.248 -0.3 -0.2 0.3
C 3.284 -1.217 0.285 0.0 0.2 -0.2
C 4.478 -1.662 0.916 -0.1 0.0 0.0
C 4.640 -2.940 1.412 0.0 -0.1 0.0
C 3.616 -3.873 1.320 0.1 -0.1 0.0
C 2.416 -3.475 0.741 -0.1 0.0 0.0
C 2.255 -2.201 0.237 0.2 -0.1 0.0
O 1.018 -1.802 -0.293 0.0 -0.4 0.2
C 0.600 -2.371 -1.459 0.0 0.0 -0.2
C -0.027 -3.614 -1.486 0.0 0.0 0.1
C -0.503 -4.125 -2.686 0.0 0.0 0.0
C -0.366 -3.403 -3.862 0.0 0.0 0.0
C 0.251 -2.159 -3.829 0.0 0.0 0.0
C 0.733 -1.645 -2.637 0.1 0.2 0.0
H 6.754 0.201 -0.435 0.0 0.0 0.0
H 6.362 0.892 -2.011 0.0 0.1 0.0
H 5.727 -0.693 -1.555 0.0 0.0 0.0
H 4.742 2.952 -2.135 0.0 0.0 0.0
H 3.198 3.133 -1.300 0.0 0.0 0.0
H 3.359 1.951 -2.608 0.0 -0.1 0.0
H 5.743 2.776 0.876 0.0 0.0 -0.1
H 5.170 1.456 1.911 0.0 0.0 0.0
H 4.053 2.724 1.408 0.0 0.0 0.0
H 5.286 -0.949 1.016 0.0 0.0 0.0
H 5.577 -3.211 1.887 0.0 0.0 0.0
H 3.738 -4.881 1.698 0.0 0.0 0.0
H 1.592 -4.175 0.693 0.0 0.0 0.0
H -0.161 -4.163 -0.562 0.1 0.0 0.0
H -0.988 -5.096 -2.707 0.0 0.0 0.0
H -0.742 -3.804 -4.795 0.0 0.0 0.0
H 0.357 -1.586 -4.742 0.0 0.0 0.0
H 1.206 -0.672 -2.576 0.0 0.0 0.0
Cl 2.145 2.613 5.868 0.1 0.2 0.3
C 1.177 1.489 4.879 -0.1 -0.1 -0.5
C 1.211 1.802 3.346 0.0 -0.3 0.5
O 1.393 2.973 3.008 0.0 0.1 -0.3
O 0.987 0.761 2.676 0.0 0.2 0.0
H 0.147 1.568 5.224 0.0 0.0 0.0
H 1.547 0.484 5.053 0.0 0.0 0.0
Br -5.012 4.230 -0.486 0.1 0.0 0.0
C -3.391 3.199 -0.355 -0.1 0.1 0.0
C -2.876 2.898 0.893 0.0 -0.1 0.1
C -1.695 2.168 0.963 -0.1 0.0 0.0
C -0.988 1.726 -0.168 0.2 0.0 0.0
C -1.578 2.052 -1.397 0.0 -0.1 0.1
C -2.763 2.779 -1.510 0.0 0.0 -0.1
H -3.371 3.243 1.793 0.0 0.0 0.0
H -1.294 1.957 1.951 0.1 0.0 0.0
H -1.104 1.730 -2.322 0.0 0.0 0.0
H -3.180 3.019 -2.482 0.0 0.0 0.0
C -2.304 -9.165 0.307 0.0 0.1 0.1
C -2.225 -7.771 -0.291 -0.3 0.3 0.3
S -3.164 -6.633 0.762 0.2 -0.2 -0.1
O -4.463 -7.211 1.007 -0.2 0.1 -0.2
O -2.353 -6.308 1.911 0.1 0.1 -0.1
C -3.303 -5.189 -0.287 0.0 -0.2 0.3
C -3.783 -3.963 0.492 0.0 -0.2 0.0
N -3.334 -2.745 -0.155 -0.2 0.0 -0.2
C -2.317 -1.942 0.265 -0.1 -0.1 0.1
N -2.033 -1.004 -0.614 0.0 0.0 -0.1
C -2.869 -1.167 -1.647 -0.3 -0.3 0.0
C -3.697 -2.248 -1.409 0.7 0.4 0.4
N -4.717 -2.723 -2.226 -0.5 -0.1 -0.4
O -5.411 -3.672 -1.856 0.1 -0.2 0.3
O -4.893 -2.163 -3.295 0.1 0.1 -0.2
C -1.648 -2.056 1.585 0.1 0.0 0.0
H -1.822 -9.894 -0.342 0.0 0.0 0.0
H -3.348 -9.443 0.443 0.0 -0.1 0.0
H -1.816 -9.180 1.282 0.0 -0.1 0.0
H -2.682 -7.718 -1.280 0.0 0.0 0.0
H -1.209 -7.379 -0.318 0.0 0.0 -0.1
H -3.990 -5.430 -1.094 0.0 0.0 -0.1
H -2.297 -5.017 -0.673 0.0 0.0 0.0
H -3.357 -3.991 1.494 0.0 0.2 0.0
H -4.867 -3.965 0.557 0.0 0.0 0.1
H -2.874 -0.515 -2.505 0.0 0.0 0.0
H -2.314 -1.701 2.375 0.0 0.0 0.0
H -0.769 -1.412 1.566 0.0 0.0 0.0
H -1.351 -3.081 1.817 0.1 0.0 0.0
C -1.289 6.186 2.295 0.1 0.0 -0.1
Ge -0.314 6.921 0.754 0.0 0.1 0.1
C 0.068 8.857 1.066 -0.1 -0.2 0.0
C -1.473 6.826 -0.841 0.2 -0.1 0.1
C 1.385 5.939 0.597 -0.2 -0.1 -0.1
Se 1.082 4.050 0.101 -0.1 0.5 0.0
C 0.796 4.382 -1.814 0.0 0.0 0.2
H -2.356 6.406 2.239 0.0 0.0 0.0
H -0.896 6.577 3.234 0.0 0.0 0.0
H -1.151 5.103 2.292 0.0 0.0 0.0
H -0.862 9.407 1.225 0.0 0.0 0.0
H 0.579 9.297 0.208 0.0 0.0 0.0
H 0.700 8.996 1.945 0.0 0.0 0.0
H -2.297 7.536 -0.742 0.0 0.0 0.0
H -1.895 5.824 -0.930 0.0 0.0 0.0
H -0.926 7.054 -1.756 0.0 0.0 0.0
H 1.847 5.884 1.584 0.0 0.0 0.0
H 2.099 6.378 -0.102 0.0 0.1 0.0
H -0.234 4.660 -2.020 0.0 0.0 0.0
H 1.019 3.442 -2.314 0.0 0.0 0.0
H 1.475 5.160 -2.166 0.1 -0.1 0.0